[1]
Here is 2 unconnected molecules or ions with the total composition C6H6FNO in a non-equilibrium geometry from the OMol25 dataset. Energies are from wB97M-V/def2-TZVPD.

Structure (XYZ):
```
15
Properties=species:S:1:pos:R:3:forces:R:3:nbo_charge:R:1
C -1.863 0.369 -0.368 1.9 -1.3 1.2 -0.271
C -1.292 -0.856 -0.453 -0.3 1.7 0.5 -0.073
C -1.270 1.256 0.546 3.2 -2.4 -1.5 0.095
C 2.247 0.247 0.271 -0.7 -0.8 0.4 0.387
C 0.121 -1.066 0.065 -0.7 -2.8 1.8 -0.507
C 0.795 0.198 0.531 -2.7 -1.5 -1.4 0.197
N -0.023 1.166 0.871 2.3 0.8 0.5 -0.351
O 2.980 -0.717 0.345 -0.4 0.0 -0.4 -0.322
F 1.393 0.691 -1.622 0.4 -0.2 0.5 -0.500
H -2.795 0.685 -0.660 -2.2 -0.1 -1.2 0.217
H -1.989 -1.548 -0.875 0.6 -1.2 -0.4 0.227
H -1.800 1.919 1.039 -2.6 3.5 2.1 0.183
H 2.567 1.228 0.199 1.2 2.2 0.1 0.211
H 0.294 -1.987 0.807 -1.1 1.9 -0.6 0.238
H 0.636 -1.585 -0.696 1.2 0.2 -1.5 0.270
```
Positions in Å, forces in eV/Å.

Properties
- Kohn-Sham gap (spin up / spin down) (eV) = 7.42 / 5.61
- energy relative to the best compared isomer or geometry (same formula, charge and spin) (kcal per mole) = 46.4
- total charge = 0
- multiplicity = 3
- ⟨S²⟩ = 2.052
- F_max (eV/A) = 4.86

***

[2]
Here is a molecular structure, C26H45AsN3O2PdSi in a non-equilibrium geometry from the OMol25 dataset. Energies are from wB97M-V/def2-TZVPD.

Structure (XYZ):
```
79
Properties=species:S:1:pos:R:3:forces:R:3:lowdin_spin:R:1
Pd 8.667 8.420 11.913 0.0 -0.3 -0.7 1.457
C 12.399 8.559 12.334 1.5 -0.5 0.9 0.005
C 11.544 9.381 13.222 1.2 0.0 0.1 0.055
C 12.107 10.312 14.158 -2.1 0.0 0.1 0.244
C 11.206 11.038 14.961 1.3 0.0 -0.5 -0.014
C 9.851 10.911 14.822 -0.2 -0.3 0.2 0.193
C 9.390 10.066 13.791 0.1 -0.4 -0.2 0.036
N 10.267 9.249 13.085 -0.7 0.7 0.5 0.205
N 8.191 9.923 13.299 -1.1 0.3 0.8 0.505
Si 6.668 10.811 13.829 -0.6 0.7 -0.8 0.040
C 6.230 10.157 15.515 -0.8 0.2 0.0 0.016
C 7.118 12.662 13.664 0.5 -0.2 1.2 0.015
C 5.285 10.355 12.569 1.5 -0.4 0.6 0.000
H 12.500 7.520 12.705 -0.1 0.5 0.1 0.000
H 13.424 8.983 12.329 -0.6 -0.3 -0.3 0.000
H 11.969 8.476 11.360 -0.2 0.2 -0.8 0.006
H 13.160 10.444 14.247 0.6 0.0 0.0 0.012
H 11.581 11.770 15.649 0.2 0.0 0.4 -0.004
H 9.183 11.387 15.529 -0.1 0.1 -0.3 0.008
H 6.779 10.542 16.381 0.1 -0.1 -0.3 0.000
H 6.351 9.067 15.442 -0.2 0.2 0.3 0.000
H 5.147 10.405 15.709 1.0 -0.4 -0.2 0.002
H 7.954 12.969 14.358 -0.8 -0.4 -0.7 0.001
H 6.278 13.320 13.936 0.1 -0.3 -0.2 0.001
H 7.445 12.922 12.664 0.0 0.0 -0.2 0.000
H 5.033 9.288 12.562 0.1 0.1 0.1 0.000
H 5.527 10.638 11.544 -0.1 0.1 0.1 0.000
H 4.415 10.888 12.902 -0.6 0.3 0.0 0.000
C 8.752 6.048 14.184 0.2 -0.9 0.1 0.002
O 8.119 6.556 13.000 -0.1 0.3 0.2 0.063
C 7.807 5.486 12.094 -0.3 -0.6 0.7 0.005
C 7.376 6.058 10.789 0.9 0.2 -0.2 0.008
O 8.492 6.857 10.305 -0.4 -0.5 -0.7 0.050
C 9.343 6.164 9.361 0.0 0.1 1.0 0.007
H 8.126 5.278 14.663 0.0 0.4 -0.2 0.001
H 8.931 6.840 14.901 0.0 0.3 -0.2 0.000
H 9.691 5.544 13.902 -0.1 0.3 0.1 0.000
H 7.021 4.891 12.554 -0.2 -0.2 0.0 0.002
H 8.693 4.867 12.022 0.2 -0.3 -0.3 0.000
H 6.564 6.740 10.923 -0.6 0.6 0.2 0.002
H 7.029 5.333 10.050 0.4 -0.1 0.1 0.002
H 8.732 5.555 8.734 -0.5 -0.4 -0.5 0.001
H 10.064 5.526 9.877 0.0 0.2 0.0 0.000
H 9.825 6.910 8.757 0.3 0.3 -0.2 0.006
C 13.315 7.307 7.098 -0.3 -0.5 0.0 0.007
C 13.796 8.573 7.741 -0.2 0.7 0.6 0.101
As 12.226 9.676 8.158 0.1 0.6 -0.3 0.597
C 11.264 10.220 6.515 -0.6 -0.1 0.4 0.095
C 10.385 9.134 5.884 0.3 -0.6 -0.3 0.007
C 12.723 11.277 9.173 0.4 -0.5 0.5 0.076
C 13.411 12.303 8.282 0.1 0.7 -0.3 0.035
H 14.141 6.732 6.739 0.6 -0.2 -0.5 0.000
H 12.618 7.504 6.292 0.2 -0.1 -0.2 0.000
H 12.828 6.630 7.805 -0.1 0.3 0.1 0.002
H 14.408 9.250 7.138 -0.1 -0.2 -0.4 0.021
H 14.377 8.400 8.644 -0.2 0.0 0.2 0.000
H 12.024 10.523 5.806 0.4 0.2 -0.1 0.017
H 10.673 11.120 6.800 0.4 -0.6 -0.1 0.000
H 10.939 8.208 5.625 -0.2 0.7 0.0 0.000
H 9.928 9.501 4.959 0.2 0.0 0.2 0.000
H 9.579 8.806 6.527 -0.3 0.1 0.3 0.002
H 13.448 10.900 9.906 -0.2 0.0 0.0 0.000
H 11.848 11.651 9.726 0.2 -0.1 -0.4 0.002
H 14.342 11.937 7.830 -0.3 -0.2 0.1 0.001
H 13.738 13.167 8.908 -0.5 -0.5 -0.5 0.009
H 12.736 12.618 7.466 0.4 0.2 0.4 0.001
N 8.804 9.950 10.390 -0.5 0.9 -0.7 0.070
C 8.189 10.690 9.741 0.4 -0.7 0.2 0.019
C 7.405 11.575 8.945 0.2 0.8 -0.4 0.001
C 7.540 11.616 7.539 -0.1 -0.2 0.2 0.001
C 6.730 12.476 6.825 -0.6 0.2 0.6 0.000
C 5.850 13.333 7.506 0.4 -0.5 0.1 0.001
C 5.797 13.381 8.901 0.8 -0.8 -0.9 0.000
C 6.566 12.492 9.618 0.5 -1.1 -0.1 0.001
H 8.220 10.970 6.982 -0.2 0.0 0.4 0.000
H 6.714 12.436 5.747 0.1 0.1 -0.1 0.000
H 5.174 13.926 6.928 -0.2 0.5 -0.2 0.000
H 5.185 14.074 9.403 -0.8 0.7 0.4 0.000
H 6.525 12.373 10.691 -0.2 0.5 0.1 0.000
```
Positions in Å, forces in eV/Å.

Properties
- Kohn-Sham gap (spin up / spin down) (eV) = 9.56 / 6.24
- total charge = +3
- multiplicity = 5
- ⟨S²⟩ = 6.058
- F_max (eV/A) = 2.06